[1]
Entry from the Open Molecules 2025 dataset: a molecular structure, C17H18Br2N4O3PdS (wB97M-V/def2-TZVPD).

ORCA input file:
```
! wB97M-V def2-TZVPD RIJCOSX def2/J DEFGRID3
* xyz -2 1
Pd -0.04 -0.54 -0.68
N 1.31 -0.72 1.64
C 0.64 -1.63 2.56
C -0.67 -2.11 1.97
C -0.45 -3.17 0.88
O -0.07 -4.29 1.27
O -0.65 -2.82 -0.32
H 2.24 -0.48 1.97
H 0.80 0.15 1.53
H 0.46 -1.18 3.55
H 1.28 -2.50 2.71
H -1.20 -1.24 1.55
H -1.28 -2.55 2.76
C 0.32 0.09 -3.75
C -0.53 1.18 -3.16
C -1.26 2.04 -4.00
C -2.00 3.05 -3.46
C -2.01 3.25 -2.06
C -2.69 4.32 -1.42
Br -3.69 5.59 -2.44
C -2.62 4.48 -0.07
C -1.89 3.58 0.71
Br -1.83 3.88 2.59
C -1.20 2.44 0.21
O -0.58 1.64 0.92
C -1.27 2.32 -1.28
N -0.57 1.31 -1.85
H -0.31 -0.75 -4.08
H 1.01 -0.29 -2.99
H 0.87 0.47 -4.61
H -1.23 1.89 -5.07
H -2.57 3.72 -4.09
H -3.12 5.30 0.41
C 5.04 -2.64 -3.55
N 3.88 -2.66 -2.70
C 2.92 -3.68 -2.69
C 1.95 -3.28 -1.85
N 2.31 -2.05 -1.36
C 3.48 -1.64 -1.88
S 4.32 -0.19 -1.59
H 5.73 -3.45 -3.28
H 5.54 -1.68 -3.40
H 4.75 -2.75 -4.59
H 3.05 -4.58 -3.26
H 1.01 -3.72 -1.52
H 1.58 -1.48 -0.81
*
```

Output
* frontier orbital gap: 4.4 eV
* highest occupied orbital energy: -0.0137 Ha

Atomic partial charges in e from the Löwdin method, atoms 1 to 6:
1. Pd 0.334
2. N -0.008
3. C -0.294
4. C -0.155
5. C -0.723
6. O -0.073

[2]
Entry from the Open Molecules 2025 dataset: C17H18BrNO2 in the gas phase (wB97M-V/def2-TZVPD).

ORCA input file:
```
! wB97M-V def2-TZVPD RIJCOSX def2/J DEFGRID3
* xyz 0 1
C -0.52 3.47 -1.86
C 0.18 2.88 -0.67
C 0.92 1.71 -0.82
C 1.55 1.14 0.28
C 1.46 1.75 1.53
C 0.73 2.91 1.67
C 0.08 3.48 0.58
H -0.49 4.38 0.70
H 0.66 3.38 2.64
H 1.96 1.30 2.37
O 2.27 -0.03 0.25
C 2.31 -0.78 -0.95
C 2.90 -2.15 -0.64
H 3.94 -2.04 -0.36
H 2.84 -2.76 -1.55
C 2.16 -2.87 0.50
C 0.66 -2.93 0.22
O 0.15 -3.83 -0.42
N -0.01 -1.86 0.74
C -1.34 -1.49 0.56
C -1.73 -0.22 0.97
C -3.03 0.21 0.81
C -3.95 -0.64 0.23
C -3.59 -1.91 -0.18
C -2.29 -2.34 -0.02
H -1.99 -3.32 -0.35
H -4.32 -2.57 -0.63
Br -5.75 -0.06 0.00
H -3.32 1.20 1.13
H -1.00 0.45 1.42
H 0.56 -1.16 1.20
H 2.35 -2.35 1.44
H 2.53 -3.89 0.57
H 1.30 -0.89 -1.37
H 2.94 -0.27 -1.69
H 1.00 1.27 -1.80
H 0.14 3.49 -2.72
H -0.86 4.48 -1.65
H -1.39 2.86 -2.12
*
```

Output
* frontier orbital gap: 9.0 eV
* SMILES: Cc1cccc(OCCCC(=O)Nc2ccc(Br)cc2)c1
* highest occupied orbital energy: -0.3070 Ha

Atomic partial charges in e from the Löwdin method, atoms 1 to 6:
1. C -0.044
2. C -0.274
3. C 0.017
4. C -0.280
5. C -0.031
6. C -0.081

[3]
Entry from the Open Molecules 2025 dataset: a molecular structure, C17H18Cl3FN3O10OsSSi in a non-equilibrium geometry (wB97M-V/def2-TZVPD).

ORCA input file:
```
! wB97M-V def2-TZVPD RIJCOSX def2/J DEFGRID3
* xyz -1 5
Os -0.41 -0.98 -1.03
Cl 5.06 -0.09 -2.58
C 3.96 -0.67 -1.32
Cl 3.99 -2.42 -1.25
Cl 4.51 -0.01 0.24
C 2.51 -0.09 -1.59
O 2.44 1.10 -1.81
O 1.61 -1.00 -1.57
C -2.52 1.33 -2.43
Si -0.69 1.82 -2.20
C 0.10 1.08 -3.75
C -0.52 3.69 -2.30
N -0.28 0.98 -0.69
C 0.36 1.52 0.42
C 0.34 2.89 0.72
C 1.02 3.39 1.82
C 1.72 2.55 2.66
C 1.71 1.19 2.41
C 1.03 0.68 1.32
H -3.02 1.82 -3.28
H -3.13 1.51 -1.54
H -2.40 -0.33 -3.54
H -0.46 1.39 -4.64
H 0.10 -0.01 -3.72
H 1.13 1.40 -3.87
H -0.73 4.00 -3.33
H 0.49 4.01 -2.06
H -1.21 4.22 -1.65
H -0.22 3.56 0.09
H 0.98 4.46 2.02
H 2.28 2.95 3.51
H 2.24 0.52 3.08
H 1.04 -0.38 1.12
O -2.51 -0.08 -2.62
S -2.15 -2.87 -2.18
O -2.16 -2.72 -3.64
O -0.68 -2.87 -1.69
O -2.83 -4.06 -1.68
F -0.91 0.11 4.93
C -0.45 -0.81 4.07
C -1.28 -1.40 3.21
N -0.86 -2.35 2.31
C -1.84 -3.04 1.48
C -2.78 -2.03 0.77
O -3.96 -2.02 1.08
O -2.25 -1.19 -0.07
C 0.49 -2.66 2.18
O 0.94 -3.42 1.36
N 1.30 -2.03 3.11
C 0.96 -1.14 4.13
O 1.78 -0.75 4.93
H -2.34 -1.17 3.19
H -2.46 -3.68 2.11
H -1.32 -3.64 0.75
H 2.29 -2.26 3.04
*
```

Output
* frontier orbital gap (alpha / beta): 7.9 / 6.7 eV
* <S²>: 6.019
* highest occupied orbital energy (alpha / beta): -0.1986 / -0.2095 Ha

Atomic partial charges in e from the Löwdin method, atoms 1 to 6:
1. Os 1.578
2. Cl 0.595
3. C -1.509
4. Cl 0.614
5. Cl 0.602
6. C -0.779

[4]
Entry from the Open Molecules 2025 dataset: a molecular structure, C17H18ClN3O4S2Y in a non-equilibrium geometry (wB97M-V/def2-TZVPD).

ORCA input file:
```
! wB97M-V def2-TZVPD RIJCOSX def2/J DEFGRID3
* xyz -1 1
Y 0.67 -1.93 -0.22
C 1.06 0.10 2.49
N 0.94 0.44 1.06
C -0.33 1.13 0.80
C -0.53 1.23 -0.70
N -1.08 -0.04 -1.21
C -0.95 -0.08 -2.68
C -2.49 -0.17 -0.83
C -3.39 0.77 -1.31
C -4.74 0.70 -1.00
C -5.18 -0.34 -0.19
C -4.28 -1.29 0.28
C -2.91 -1.23 -0.02
S -1.83 -2.44 0.66
C 2.10 1.23 0.65
C 2.15 2.59 0.96
C 3.24 3.37 0.61
C 4.30 2.77 -0.05
C 4.27 1.42 -0.34
C 3.18 0.60 0.01
S 3.23 -1.11 -0.36
H 1.05 1.01 3.10
H 1.99 -0.44 2.65
H 0.23 -0.54 2.78
H -0.38 2.11 1.28
H -1.12 0.52 1.24
H 0.43 1.41 -1.18
H -1.18 2.07 -0.96
H -1.47 0.77 -3.14
H -1.36 -1.01 -3.06
H 0.10 -0.05 -2.96
H -3.04 1.58 -1.94
H -5.43 1.44 -1.38
H -6.23 -0.43 0.07
H -4.63 -2.10 0.91
H 1.32 3.05 1.48
H 3.25 4.43 0.84
H 5.17 3.36 -0.35
H 5.10 0.95 -0.85
O 0.71 -5.02 2.51
Cl 1.52 -4.10 1.80
O 2.90 -4.23 2.12
O 1.06 -2.71 2.03
O 1.32 -4.25 0.32
N 0.61 -2.94 -3.52
C 0.62 -2.62 -2.41
*
```

Output
* frontier orbital gap: 7.7 eV
* highest occupied orbital energy: -0.1863 Ha

Atomic partial charges in e from the Löwdin method, atoms 1 to 6:
1. Y 1.006
2. C -0.070
3. N -0.223
4. C -0.180
5. C -0.171
6. N -0.210

[5]
Entry from the Open Molecules 2025 dataset: C17H18ClNO3S in the gas phase (wB97M-V/def2-TZVPD).

ORCA input file:
```
! wB97M-V def2-TZVPD RIJCOSX def2/J DEFGRID3
* xyz 0 1
C 5.70 2.68 0.90
C 4.74 1.73 0.26
C 3.41 2.10 0.08
C 2.51 1.24 -0.53
C 2.92 -0.01 -0.97
C 4.25 -0.38 -0.78
C 5.14 0.48 -0.18
H 6.17 0.17 -0.04
H 4.58 -1.36 -1.10
C 1.94 -0.95 -1.61
N 0.83 -1.24 -0.72
C 0.68 -2.43 -0.12
O 1.37 -3.40 -0.34
C -0.48 -2.48 0.89
C -1.80 -1.94 0.36
H -2.65 -2.46 0.79
H -1.86 -1.97 -0.73
S -2.03 -0.20 0.86
O -1.16 0.64 0.06
O -1.90 -0.11 2.29
C -3.73 0.15 0.40
C -4.00 0.57 -0.89
C -5.32 0.80 -1.27
C -6.33 0.61 -0.34
C -6.05 0.20 0.96
C -4.73 -0.03 1.32
H -4.47 -0.34 2.32
H -6.85 0.06 1.67
Cl -7.96 0.89 -0.80
H -5.55 1.13 -2.27
H -3.19 0.73 -1.58
H -0.59 -3.52 1.19
H -0.20 -1.90 1.77
H 0.27 -0.44 -0.43
H 1.54 -0.50 -2.53
H 2.41 -1.91 -1.85
H 1.48 1.54 -0.66
H 3.07 3.07 0.41
H 5.26 3.15 1.78
H 5.97 3.48 0.20
H 6.61 2.17 1.20
*
```

Output
* frontier orbital gap: 8.8 eV
* SMILES: Cc1ccc(CNC(=O)CCS(=O)(=O)c2ccc(Cl)cc2)cc1
* highest occupied orbital energy: -0.3231 Ha

Atomic partial charges in e from the Löwdin method, atoms 1 to 6:
1. C -0.055
2. C -0.286
3. C -0.041
4. C -0.031
5. C -0.209
6. C -0.030

The evaluated energy above the lowest of the compared OMol25 structures with the same formula, charge and spin for the records listed, in turn: 0.0 0.0 60.6 44.6 19.3 kcal per mole.
The evaluated energy for the records listed, in turn: -6777.528901 -3437.884640 -3834.212001 -2418.717765 -1797.478910 Ha.